Below is a molecular structure, C25H31AsBrN4O4RhS, with properties calculated with ωB97M-V/def2-TZVPD.

Structure (XYZ):
```
68
Properties=species:S:1:pos:R:3:forces:R:3:lowdin_charge:R:1
Rh -0.60110 -0.42232 -1.18925 -0.1 -0.3 -0.1 0.730
O -0.33579 1.84790 2.20203 0.2 0.0 0.2 0.001
C 0.38301 1.08451 3.06603 -0.1 0.0 0.0 -0.255
C 0.67166 1.57788 4.33221 0.0 0.0 0.0 -0.014
C 1.38371 0.79933 5.23229 0.0 0.0 0.0 -0.093
C 1.80158 -0.47802 4.88809 0.0 0.0 0.0 -0.101
C 1.50534 -0.96768 3.62313 0.0 0.0 0.0 -0.041
C 0.81062 -0.20016 2.70163 -0.1 0.1 0.0 -0.108
C 0.59474 -0.70373 1.29408 0.2 0.0 0.1 -0.411
O -0.59203 -0.20833 0.75438 0.0 0.0 0.0 -0.309
N 1.74635 -0.18436 0.50100 0.0 0.0 0.1 0.024
N 1.62292 -0.71455 -0.83316 -0.4 0.1 -0.1 -0.052
C 1.82057 0.20024 -1.70655 0.2 0.1 -0.1 -0.244
C 1.72060 -0.02794 -3.17037 0.0 0.0 0.0 -0.580
Br 0.01328 -0.62612 -3.76926 0.0 0.0 0.1 0.888
C 2.66898 0.27936 -4.04796 0.0 0.0 0.0 -0.089
C 4.00306 0.78574 -3.68680 0.0 0.0 0.0 -0.220
C 4.68658 0.33962 -2.55609 0.0 0.0 0.0 -0.035
C 5.92513 0.87206 -2.22955 0.0 0.0 0.0 -0.070
C 6.50043 1.84392 -3.03334 0.0 0.0 0.0 -0.082
C 5.83883 2.27567 -4.17611 0.0 0.0 0.0 -0.078
C 4.60367 1.74468 -4.50430 0.0 0.0 0.0 -0.037
H -0.51796 1.23618 1.43457 0.0 0.0 0.0 0.032
H 0.32807 2.57012 4.59489 0.0 0.0 0.0 0.114
H 1.60497 1.19299 6.21645 0.0 0.0 0.0 0.100
H 2.34403 -1.08801 5.59769 0.0 0.0 0.0 0.096
H 1.81284 -1.96942 3.34112 0.0 0.0 0.0 0.116
H 0.58960 -1.80138 1.26815 0.0 0.0 0.0 0.118
H 2.58670 -0.60288 0.89438 0.0 0.0 0.0 0.125
H 2.11928 1.19962 -1.38941 0.0 0.0 0.0 0.140
H 2.45133 0.18034 -5.10551 0.0 0.0 0.0 0.113
H 4.26395 -0.44971 -1.94806 0.0 0.0 0.0 0.112
H 6.44617 0.51593 -1.35057 0.0 0.0 0.0 0.107
H 7.46783 2.25607 -2.77840 0.0 0.0 0.0 0.104
H 6.28889 3.02558 -4.81331 0.0 0.0 0.0 0.104
H 4.08829 2.08053 -5.39617 0.0 0.0 0.0 0.115
O -2.48979 -0.11705 -1.41614 0.0 0.2 -0.2 -0.432
C -2.47658 3.48466 -2.38317 0.0 -0.1 0.0 -0.194
As -1.57099 2.76446 -0.85411 -0.1 -0.1 -0.1 1.034
C -2.96247 2.20038 0.34048 0.0 0.0 0.0 -0.188
C -0.61271 4.17148 0.02639 0.0 0.1 -0.1 -0.192
O -0.40377 1.69026 -1.38898 0.1 0.0 0.1 -0.580
H -3.16450 4.27578 -2.08846 0.0 0.0 0.0 0.040
H -3.02300 2.66260 -2.84369 0.0 0.0 0.0 0.043
H -1.73655 3.86839 -3.08231 0.0 0.0 0.0 0.040
H -3.50446 3.09852 0.63900 0.0 0.0 0.0 0.047
H -2.54435 1.71247 1.21575 0.0 0.0 0.0 0.032
H -3.58983 1.50218 -0.20273 0.0 0.0 0.0 0.025
H -1.29435 4.83298 0.55938 0.0 0.0 0.0 0.043
H -0.05316 4.74214 -0.71265 0.0 0.0 0.0 0.040
H 0.05918 3.68448 0.73209 0.0 0.1 0.0 0.028
C -5.01294 -1.70802 1.46816 0.0 0.0 0.0 -0.025
C -3.98854 -2.73588 1.09227 0.0 -0.1 0.0 -0.318
C -4.03312 -4.04199 1.55096 0.0 0.0 0.0 0.009
C -3.02108 -4.89811 1.12823 0.1 0.0 -0.1 -0.331
N -2.03455 -4.47781 0.34261 -0.1 0.0 0.0 0.084
C -2.06588 -3.19704 -0.05078 0.0 -0.1 0.2 -0.750
S -0.72678 -2.72484 -1.05626 0.1 0.0 -0.2 0.662
N -3.01541 -2.32584 0.28429 -0.1 0.3 -0.1 0.076
C -2.97871 -6.33864 1.54153 0.0 0.0 0.0 -0.035
H -5.78127 -2.12282 2.11816 0.0 0.0 0.0 0.073
H -5.48182 -1.30314 0.57054 0.0 0.0 0.0 0.083
H -4.51629 -0.88059 1.97739 0.0 0.0 0.0 0.082
H -4.82571 -4.38473 2.20178 0.0 0.0 0.0 0.108
H -2.94005 -0.78356 -0.87653 0.0 -0.2 0.2 -0.056
H -3.81766 -6.59838 2.18497 0.0 0.0 0.0 0.071
H -2.04571 -6.54138 2.06762 0.0 0.0 0.0 0.082
H -2.99323 -6.97466 0.65624 0.0 0.0 0.0 0.082
```
Positions in Å, forces in eV/Å.

Summary:
largest force on an atom = 0.4 eV/A
ΔE to the lowest compared entry with this formula, charge and spin = 31.1 kcal per mole
net charge = 0
E_HOMO = -7.28 eV